One molecule with the formula C4H9NO. Source: OMol25; level of theory: ωB97M-V/def2-TZVPD.

Structure (ORCA input):
```
! RIJCOSX wB97M-V def2-TZVPD def2/J DEFGRID3
* xyz 0 1
C 1.173 0.780 -1.753
C 0.767 0.712 -0.316
N 0.854 -0.383 0.455
C -0.535 0.061 1.160
O -0.407 0.748 2.169
C -1.460 -1.151 1.078
H 0.848 1.712 -2.221
H 0.822 -0.072 -2.341
H 2.273 0.768 -1.764
H 0.812 1.642 0.252
H -0.881 0.751 0.084
H 0.798 -1.247 -0.081
H -1.637 -1.512 0.061
H -2.411 -0.862 1.531
H -1.016 -1.947 1.686
*
```

Computed properties:
HOMO, eV: -8.554
Total energy, eV: -7828.170
Energy above the lowest of the compared OMol25 structures with the same formula, charge and spin, kcal per mole: 95.70

---

C18H31N6O6PdSSeSi as an isolated structure. Source: OMol25; level of theory: ωB97M-V/def2-TZVPD.

Structure (ORCA input):
```
! RIJCOSX wB97M-V def2-TZVPD def2/J DEFGRID3
* xyz -1 1
Pd 0.117 0.208 -0.100
C 4.008 -0.662 1.022
Si 3.639 -0.216 2.797
C 4.344 1.477 3.234
C 4.555 -1.462 3.891
C 1.834 -0.270 3.371
C 1.441 -1.073 4.433
C 0.145 -1.006 4.923
C -0.718 -0.101 4.334
N -0.393 0.676 3.304
C 0.848 0.571 2.815
S 1.275 1.527 1.380
H 5.047 -0.996 0.939
H 3.852 0.180 0.349
H 3.351 -1.464 0.680
H 5.417 1.503 3.025
H 4.200 1.703 4.293
H 3.863 2.260 2.644
H 5.621 -1.444 3.646
H 4.201 -2.483 3.726
H 4.457 -1.235 4.956
H 2.148 -1.759 4.886
H -0.187 -1.631 5.742
H -1.730 0.010 4.717
C 2.590 -2.015 -3.341
N 1.516 -1.049 -3.542
C 0.365 -1.392 -4.147
C -0.669 -0.527 -4.241
C -0.520 0.691 -3.518
N 0.591 1.055 -2.934
C 1.687 0.235 -2.980
O 2.780 0.535 -2.535
N -1.589 1.545 -3.394
H 2.419 -2.865 -4.000
H 2.583 -2.363 -2.310
H 3.541 -1.543 -3.569
H 0.319 -2.401 -4.535
H -1.602 -0.811 -4.703
H -2.492 1.110 -3.496
H -1.508 2.131 -2.574
O 0.644 -3.503 -1.402
Se -0.111 -2.507 -0.386
O 1.013 -1.524 0.404
O -0.864 -1.252 -1.237
O -1.129 -3.220 0.635
C -3.427 1.257 2.580
N -3.050 1.157 1.181
C -3.200 -0.172 0.602
C -2.237 2.056 0.585
O -1.435 1.749 -0.319
N -2.317 3.358 0.982
C -1.253 4.256 0.566
C -3.579 4.000 1.289
H -3.084 0.359 3.091
H -4.513 1.324 2.699
H -2.946 2.113 3.046
H -2.596 -0.916 1.129
H -2.868 -0.172 -0.430
H -4.252 -0.459 0.662
H -0.314 3.710 0.532
H -1.170 5.058 1.301
H -1.462 4.697 -0.414
H -4.386 3.274 1.315
H -3.811 4.742 0.519
H -3.536 4.514 2.253
*
```

Computed properties:
HOMO, eV: -5.017
Total energy, eV: -127936.272
Energy above the lowest of the compared OMol25 structures with the same formula, charge and spin, kcal per mole: 12.44

---

A 2-piece molecular cluster, C6H14O overall. Source: OMol25; level of theory: ωB97M-V/def2-TZVPD.

Structure (ORCA input):
```
! RIJCOSX wB97M-V def2-TZVPD def2/J DEFGRID3
* xyz 0 1
C -3.726 0.006 0.688
C -2.388 -0.671 0.753
C -1.241 -0.039 0.527
O -0.032 -0.652 0.647
C 1.033 -0.002 -0.023
C 2.329 -0.707 0.329
C 3.526 -0.055 -0.357
H -3.627 1.053 0.381
H -4.390 -0.492 -0.028
H -4.233 -0.009 1.661
H -2.353 -1.728 1.010
H -1.204 1.021 0.260
H 1.077 1.057 0.283
H 0.866 -0.027 -1.112
H 2.245 -1.761 0.037
H 2.450 -0.686 1.419
H 3.628 0.997 -0.064
H 3.424 -0.089 -1.449
H 4.457 -0.566 -0.094
H -1.259 1.830 -2.417
H -0.584 1.521 -2.450
*
```

Computed properties:
HOMO, eV: -8.427
Total energy, eV: -8494.820
Energy above the lowest of the compared OMol25 structures with the same formula, charge and spin, kcal per mole: 47.79
SMILES string: C/C=C/OCCC.[H][H]

---

One molecule with the formula C7H9NO3S at a distorted geometry. Source: OMol25; level of theory: ωB97M-V/def2-TZVPD.

Structure (ORCA input):
```
! RIJCOSX wB97M-V def2-TZVPD def2/J DEFGRID3
* xyz 0 1
C -0.259 -1.124 -2.313
C 0.261 -1.738 -1.436
S 0.858 -2.690 -0.119
C 2.562 -1.939 0.099
C 2.268 -0.511 0.648
O 2.678 -0.124 1.714
N 1.461 0.222 -0.129
C 0.415 0.867 0.083
O 0.105 1.772 -0.931
O -0.333 0.715 1.131
C -1.533 1.456 1.227
C -2.619 0.690 0.546
H -0.604 -0.367 -2.954
H 3.092 -1.791 -0.863
H 2.880 -2.632 0.830
H 0.788 1.924 -1.554
H -1.827 1.645 2.179
H -1.484 2.503 0.849
H -3.712 1.090 0.567
H -2.368 0.419 -0.429
H -2.629 -0.386 0.856
*
```

Computed properties:
HOMO, eV: -8.822
Total energy, eV: -25869.069
Energy above the lowest of the compared OMol25 structures with the same formula, charge and spin, kcal per mole: 78.64
SMILES string: C#CSCC(=O)/N=C(/O)OCC

---

A 10-piece molecular cluster, C43H108N10O18 overall at a distorted geometry. Source: OMol25; level of theory: ωB97M-V/def2-TZVPD.

Structure (ORCA input):
```
! RIJCOSX wB97M-V def2-TZVPD def2/J DEFGRID3
* xyz 2 1
C 1.364 -0.613 -7.935
C 0.688 -0.447 -6.644
N 0.620 -1.781 -5.901
C -0.285 -2.718 -6.637
C 2.070 -2.382 -5.799
C 2.119 -3.503 -4.775
C 0.191 -1.549 -4.477
C -1.020 -0.701 -4.231
O -2.223 -1.141 -4.863
C -2.984 -2.111 -4.088
H 1.077 -1.466 -8.539
H 2.412 -0.632 -7.814
H 1.122 0.283 -8.513
H -0.368 -0.219 -6.786
H 1.132 0.231 -5.938
H -0.588 -2.304 -7.598
H -1.183 -2.826 -6.051
H 0.197 -3.720 -6.812
H 2.775 -1.548 -5.680
H 2.295 -2.722 -6.806
H 3.040 -4.097 -4.905
H 1.433 -4.283 -5.054
H 2.072 -3.124 -3.750
H 0.980 -1.152 -3.876
H 0.093 -2.519 -4.033
H -0.732 0.301 -4.602
H -1.138 -0.690 -3.126
H -3.193 -1.775 -3.083
H -2.463 -3.078 -3.945
H -3.864 -2.268 -4.648
C -4.394 1.238 3.647
C -4.316 0.533 4.988
N -3.200 -0.544 5.122
C -3.502 -1.759 4.289
C -1.850 -0.002 4.672
C -1.400 1.314 5.363
C -3.180 -1.040 6.498
C -2.897 -0.099 7.671
O -3.220 -0.821 8.835
C -3.127 -0.138 10.049
H -5.218 1.930 3.705
H -4.613 0.572 2.823
H -3.510 1.883 3.395
H -5.278 0.080 5.231
H -3.986 1.280 5.717
H -3.642 -1.413 3.253
H -4.356 -2.220 4.725
H -2.672 -2.403 4.305
H -2.058 0.191 3.613
H -1.041 -0.674 4.858
H -1.080 1.142 6.377
H -2.066 2.168 5.383
H -0.605 1.772 4.760
H -2.557 -1.904 6.624
H -4.180 -1.419 6.717
H -3.519 0.793 7.607
H -1.832 0.210 7.666
H -3.056 -0.914 10.818
H -4.053 0.443 10.264
H -2.284 0.573 10.078
C 2.883 -4.820 3.797
C 2.782 -5.766 2.633
N 3.633 -7.101 2.872
C 5.065 -6.792 3.201
C 3.038 -7.855 4.057
C 1.548 -8.177 3.988
C 3.470 -7.925 1.621
C 4.291 -7.586 0.454
O 4.021 -6.255 0.079
C 4.337 -5.850 -1.287
H 2.655 -5.280 4.768
H 2.133 -4.040 3.681
H 3.888 -4.425 3.757
H 3.177 -5.294 1.757
H 1.776 -6.205 2.499
H 5.569 -6.184 2.455
H 5.552 -7.716 3.446
H 5.013 -6.227 4.131
H 3.252 -7.191 4.906
H 3.661 -8.743 4.168
H 0.959 -7.227 3.978
H 1.307 -8.695 4.922
H 1.271 -8.759 3.098
H 2.509 -7.645 1.226
H 3.587 -9.024 1.835
H 3.957 -8.235 -0.369
H 5.359 -7.773 0.606
H 4.151 -4.761 -1.441
H 3.710 -6.354 -1.992
H 5.421 -6.145 -1.447
C -1.980 6.270 -7.149
C -2.130 4.845 -6.570
N -0.780 4.163 -6.339
C -0.249 3.728 -7.713
C 0.345 5.021 -5.677
C -0.178 5.565 -4.359
C -1.086 2.927 -5.491
C -2.220 2.098 -5.897
O -2.053 1.386 -7.055
C -3.194 0.716 -7.540
H -1.496 6.230 -8.153
H -1.401 6.948 -6.530
H -2.947 6.775 -7.312
H -2.686 4.182 -7.182
H -2.553 4.893 -5.563
H 0.504 2.982 -7.519
H 0.225 4.545 -8.229
H -1.124 3.239 -8.210
H 0.497 5.865 -6.319
H 1.293 4.444 -5.491
H -0.540 4.790 -3.657
H -0.985 6.295 -4.417
H 0.633 6.068 -3.837
H -1.390 3.182 -4.469
H -0.124 2.416 -5.451
H -3.182 2.678 -5.906
H -2.458 1.396 -5.053
H -3.573 -0.107 -6.926
H -2.909 0.296 -8.522
H -3.983 1.402 -7.635
C 1.843 3.295 1.426
C 1.139 3.829 2.742
N 0.447 5.092 2.542
C 1.406 6.113 2.051
C -0.702 4.968 1.557
C -1.851 4.038 1.942
C -0.114 5.597 3.888
C 0.833 6.079 4.971
O 1.432 4.935 5.501
C 2.182 5.117 6.709
H 2.142 4.049 0.713
H 1.134 2.635 0.929
H 2.742 2.777 1.727
H 1.851 3.976 3.502
H 0.414 3.032 3.048
H 2.435 5.915 2.447
H 1.083 7.096 2.383
H 1.410 6.050 0.985
H -0.239 4.681 0.630
H -1.171 5.958 1.375
H -2.457 4.367 2.784
H -1.435 3.036 2.175
H -2.546 3.922 1.126
H -0.714 4.703 4.209
H -0.773 6.426 3.601
H 0.093 6.674 5.626
H 1.439 6.913 4.594
H 1.487 5.444 7.459
H 2.900 5.880 6.527
H 2.703 4.195 6.969
C -0.915 1.399 -0.419
C -0.537 0.551 0.835
O -0.286 1.176 1.883
N -0.664 -0.790 0.768
H -0.836 -1.183 -0.106
H 3.209 1.215 3.591
C -0.464 -1.749 1.836
H -0.728 1.050 -1.448
H -0.342 2.356 -0.464
H -1.974 1.688 -0.390
H 0.010 -1.267 2.663
H 0.267 -2.427 1.388
H -1.423 -2.207 2.124
N 1.420 -3.117 -1.350
O 2.640 -3.012 -1.726
O 0.555 -2.309 -1.864
O 1.103 -3.856 -0.462
N 1.955 2.154 -4.134
O 1.820 1.931 -5.372
O 1.895 1.279 -3.317
O 2.015 3.359 -3.780
N -4.102 -1.894 0.680
O -3.444 -2.018 -0.374
O -4.912 -2.749 1.020
O -3.903 -0.869 1.375
N 3.421 1.760 5.417
O 4.094 2.731 5.009
O 3.017 1.597 6.595
O 2.799 1.003 4.501
*
```

Computed properties:
HOMO, eV: -10.690
Total energy, eV: -98064.187

---

One molecule with the formula CH2N2P2 at a distorted geometry. Source: OMol25; level of theory: ωB97M-V/def2-TZVPD.

Structure (ORCA input):
```
! RIJCOSX wB97M-V def2-TZVPD def2/J DEFGRID3
* xyz 0 1
H 2.461 -1.037 -0.902
P 2.413 0.128 -0.142
N 0.824 0.019 -0.367
P -0.516 1.057 0.028
C -1.853 -0.184 0.066
N -2.846 -0.767 0.014
H -0.483 0.784 1.303
*
```

Computed properties:
HOMO, eV: -9.624
Total energy, eV: -22624.660
Energy above the lowest of the compared OMol25 structures with the same formula, charge and spin, kcal per mole: 52.97
SMILES string: [H]/P=N/PC#N

---

Looking at HOMO-LUMO gap for the records above, in order, we have 8.890 7.504 9.612 9.420 6.740 8.374 eV.